Density functional theory data (the ωB97M-V functional and the def2-TZVPD basis) for a single C16H19N3O4S molecule in a non-equilibrium geometry.

```
43
Properties=species:S:1:pos:R:3:lowdin_charge:R:1
C 1.912 -0.858 2.354 0.00
C 0.566 -0.705 1.737 -0.21
C 0.193 -1.280 0.564 -0.10
C -1.140 -1.119 0.039 -0.41
O -1.542 -1.585 -1.005 0.07
N -1.990 -0.351 0.835 0.05
C -1.628 0.292 1.985 -0.45
O -2.396 1.001 2.596 0.09
N -0.325 0.075 2.422 0.01
C 0.050 0.746 3.650 -0.01
H 0.335 0.025 4.417 0.10
H 0.874 1.438 3.477 0.10
H -0.822 1.304 3.989 0.09
C -3.359 -0.149 0.394 0.01
H -3.508 -0.757 -0.495 0.09
H -4.044 -0.450 1.186 0.10
H -3.523 0.904 0.169 0.09
S 1.228 -2.304 -0.526 0.71
O 0.510 -3.490 -0.856 -0.25
O 2.513 -2.471 0.097 -0.30
N 1.533 -1.451 -1.913 -0.21
C 0.564 -1.464 -2.985 -0.18
C -0.079 -0.086 -3.250 -0.10
C -0.027 0.817 -2.056 -0.19
C -1.078 1.647 -1.695 -0.03
C -0.959 2.493 -0.606 -0.08
C 0.215 2.522 0.129 -0.08
C 1.265 1.689 -0.217 -0.04
C 1.147 0.835 -1.303 -0.18
C 2.187 -0.179 -1.681 -0.12
H 2.710 0.108 -2.600 0.14
H 2.921 -0.331 -0.889 0.12
H 2.185 1.701 0.350 0.11
H 0.307 3.190 0.972 0.11
H -1.781 3.136 -0.327 0.11
H -1.992 1.628 -2.270 0.12
H -1.110 -0.224 -3.574 0.12
H 0.467 0.408 -4.061 0.12
H 1.069 -1.814 -3.893 0.13
H -0.193 -2.195 -2.707 0.10
H 1.820 -1.302 3.345 0.10
H 2.396 0.111 2.464 0.09
H 2.528 -1.504 1.737 0.06
```

As for the spin multiplicity: 1. As for the LUMO energy: 0.45 eV. The calculation puts the energy above the lowest of the compared OMol25 structures with the same formula, charge and spin at 165.38 kJ/mol. The value obtained for the total energy is -40396.81625 eV. The molecular weight is 349.41 g mol⁻¹. As for the total charge: 0.


Density functional theory data (the ωB97M-V functional and the def2-TZVPD basis) for a single C16H19N3O8 molecule in a non-equilibrium geometry.

```
46
Properties=species:S:1:pos:R:3:lowdin_charge:R:1
O -0.887 2.091 -3.219 0.16
O -3.399 -2.339 1.950 0.09
O 2.348 -0.256 -1.048 0.10
O -0.478 -1.513 -1.319 0.16
O 1.670 0.058 2.740 0.13
O 1.177 2.329 2.483 -0.06
O -1.477 1.631 -0.264 0.04
O -1.883 0.657 2.017 0.05
C -0.162 1.771 -2.331 -0.30
C -2.540 -1.675 1.345 -0.29
C 1.471 0.565 -1.348 -0.38
C -1.001 -1.462 -0.254 -0.35
C 1.033 0.963 2.212 -0.34
N 0.902 0.851 -2.532 0.04
N -2.290 -1.894 0.007 0.05
N -1.140 1.375 1.077 -0.02
C 3.355 3.051 3.262 -0.06
C 0.487 -0.726 -4.455 -0.05
C -2.258 -4.289 -0.234 -0.09
C 1.828 2.809 3.706 -0.16
C -0.385 2.111 -0.871 -0.23
C -1.494 -0.713 2.021 -0.14
C 1.419 0.262 -3.715 -0.17
C -2.801 -3.027 -0.682 -0.21
C 0.784 1.418 -0.270 -0.01
C -0.357 -0.868 1.020 -0.03
C 0.141 0.611 1.034 -0.13
H 3.274 3.523 2.221 0.09
H 4.072 2.175 3.394 0.09
H 3.677 3.785 4.031 0.06
H 0.515 -0.614 -5.570 0.09
H 0.669 -1.680 -4.056 0.04
H -0.557 -0.383 -4.132 0.10
H -2.736 -5.086 -0.837 0.11
H -1.223 -4.301 -0.289 0.06
H -2.502 -4.527 0.775 0.08
H 1.205 3.654 3.956 0.11
H 1.855 2.066 4.538 0.12
H -0.373 3.189 -0.707 0.18
H -1.257 -1.229 3.008 0.19
H 2.432 -0.027 -3.553 0.12
H 1.467 1.115 -4.450 0.14
H -2.572 -2.788 -1.760 0.15
H -3.880 -3.260 -0.391 0.16
H 1.497 2.174 0.046 0.16
H 0.372 -1.576 1.442 0.18
```

As for the spin multiplicity: 1. As for the LUMO energy: 0.57 eV. The calculation puts the energy above the lowest of the compared OMol25 structures with the same formula, charge and spin at 0.00 kJ/mol. The value obtained for the total energy is -37745.74512 eV. The molecular weight is 381.34 g mol⁻¹. As for the total charge: 0.


Density functional theory data (the ωB97M-V functional and the def2-TZVPD basis) for 2 unconnected molecules or ions with the total composition C16H19N7O3 in a non-equilibrium geometry.

```
45
Properties=species:S:1:pos:R:3:lowdin_charge:R:1
C 4.011 -0.859 0.091 -0.08
C 3.176 0.388 0.279 -0.23
N 2.071 0.229 1.242 -0.07
C 2.392 0.454 2.668 -0.23
C 2.001 1.836 3.168 -0.09
C 0.917 -0.424 0.822 -0.47
C -0.151 -0.548 1.758 -0.05
N -1.338 -1.190 1.444 -0.04
C -1.392 -2.245 0.549 -0.01
C -2.588 -2.903 0.326 -0.05
C -3.746 -2.519 0.999 -0.08
C -3.665 -1.474 1.921 -0.06
C -2.468 -0.842 2.158 -0.04
O 0.845 -0.836 -0.362 -0.05
H 4.775 -0.666 -0.669 0.08
H 4.492 -1.154 1.033 0.07
H 3.364 -1.662 -0.272 0.07
H 3.801 1.203 0.668 0.12
H 2.757 0.707 -0.687 0.07
H 1.870 -0.313 3.257 0.11
H 3.472 0.301 2.798 0.12
H 2.270 1.920 4.227 0.07
H 2.530 2.615 2.607 0.07
H 0.921 1.985 3.069 0.06
H -0.125 -0.016 2.711 0.09
H -0.472 -2.483 0.032 0.12
H -2.580 -3.725 -0.384 0.11
H -4.690 -3.023 0.815 0.10
H -4.540 -1.121 2.463 0.11
H -2.325 -0.023 2.857 0.13
O -2.652 1.743 -0.042 0.04
N -3.035 1.481 -1.214 -0.30
C -1.997 1.278 -2.180 -0.13
C -0.704 1.433 -1.730 0.09
N 0.296 1.152 -2.620 -0.02
N 1.637 1.241 -2.399 0.05
N 2.229 0.890 -3.518 0.01
N 1.321 0.591 -4.495 0.06
C 0.101 0.763 -3.937 -0.27
C -1.234 0.637 -4.405 0.02
C -2.262 0.881 -3.525 0.02
O -4.241 1.401 -1.531 0.07
H -0.413 1.755 -0.738 0.15
H -1.330 0.360 -5.451 0.12
H -3.306 0.781 -3.802 0.12
```

As for the spin multiplicity: 1. As for the LUMO energy: -1.30 eV. The calculation puts the energy above the lowest of the compared OMol25 structures with the same formula, charge and spin at 279.81 kJ/mol. The value obtained for the total energy is -33467.85914 eV. The molecular weight is 357.37 g mol⁻¹. As for the total charge: 0.


Density functional theory data (the ωB97M-V functional and the def2-TZVPD basis) for a single C16H19N7O3 molecule in a non-equilibrium geometry.

```
45
Properties=species:S:1:pos:R:3:lowdin_charge:R:1
C 0.711 -0.533 -6.208 -0.07
C 1.738 -0.696 -5.148 -0.35
H 2.401 -1.524 -5.513 0.16
H 2.261 0.267 -5.049 0.15
O 1.206 -1.053 -4.094 0.10
C 0.893 -0.339 -3.220 -0.52
O 0.982 0.865 -3.371 0.10
C 0.188 -1.072 -2.035 -0.05
C -0.262 -0.506 -0.887 -0.11
N -0.570 -1.513 -0.029 0.04
C -1.220 -1.822 1.121 -0.25
N -1.958 -0.737 1.599 0.16
O -2.430 -0.946 2.828 -0.05
N -2.033 -2.543 3.066 0.25
C -1.415 -2.750 1.944 -0.38
N -0.571 -3.993 1.752 0.16
H -0.925 -4.610 2.390 0.04
H -0.304 -4.130 0.822 0.02
N -0.437 -2.782 -0.650 0.08
N 0.288 -2.504 -1.846 0.13
C -0.256 0.921 -0.393 0.03
N 1.143 0.970 0.460 -0.14
C 2.219 1.086 -0.262 -0.21
H 3.216 1.244 0.380 0.15
H 1.900 1.938 -1.073 0.14
H 2.299 0.277 -0.760 0.00
C 0.858 2.459 1.376 0.12
C -0.229 1.821 2.530 -0.24
C -1.231 2.601 2.572 -0.05
C -2.158 2.322 3.709 -0.01
C -1.945 1.253 4.592 -0.14
C -0.745 0.747 4.408 -0.18
C 0.205 0.962 3.475 -0.05
H 1.177 0.617 3.304 0.11
H -0.334 0.003 5.172 0.14
H -2.569 0.904 5.466 0.14
H -3.343 2.842 3.705 0.17
H -1.413 3.268 1.973 0.03
H 1.796 2.472 1.797 0.07
H 0.548 2.995 0.737 -0.02
H -0.062 1.622 -1.065 0.08
H -0.835 0.910 0.251 -0.04
H 0.179 -1.431 -6.523 0.07
H 0.037 0.353 -5.951 0.10
H 1.001 -0.233 -7.352 0.13
```

As for the spin multiplicity: 1. As for the LUMO energy: -0.57 eV. The calculation puts the energy above the lowest of the compared OMol25 structures with the same formula, charge and spin at 1553.37 kJ/mol. The value obtained for the total energy is -33454.65963 eV. The molecular weight is 357.37 g mol⁻¹. As for the total charge: 0.


Density functional theory data (the ωB97M-V functional and the def2-TZVPD basis) for a molecular structure, C16H20AsCl2CuNO4.

```
45
Properties=species:S:1:pos:R:3:lowdin_charge:R:1
Cu -0.035 -0.012 -1.008 0.21
Cl -4.300 2.837 -1.354 0.64
C -2.759 3.214 -0.634 -0.60
C -2.619 4.431 0.031 -0.15
C -1.433 4.784 0.621 -0.63
Cl -1.302 6.323 1.434 0.63
C -0.325 3.910 0.575 -0.18
C 0.935 4.177 1.155 -0.04
C 1.939 3.253 1.050 -0.05
C 1.697 2.048 0.372 -0.11
N 0.532 1.774 -0.171 0.07
C -0.479 2.672 -0.098 -0.12
C -1.721 2.273 -0.759 -0.42
O -1.806 1.165 -1.366 -0.13
H -3.467 5.101 0.073 0.10
H 1.088 5.114 1.672 0.08
H 2.915 3.434 1.480 0.10
H 2.469 1.293 0.263 0.10
C 3.942 -2.799 -1.296 -0.03
C 2.773 -1.911 -0.906 -0.54
C 2.611 -1.871 0.612 -0.03
O 3.034 -0.591 -1.382 -0.05
C 1.450 -2.453 -1.525 -0.61
O 1.262 -3.666 -1.507 0.02
O 0.648 -1.577 -2.013 -0.11
H 4.861 -2.401 -0.858 0.08
H 4.053 -2.816 -2.381 0.09
H 3.780 -3.817 -0.949 0.08
H 3.520 -1.466 1.066 0.08
H 2.433 -2.875 1.003 0.09
H 1.766 -1.233 0.885 0.06
H 2.224 -0.334 -1.855 0.06
C -1.063 -3.248 1.079 -0.31
As -1.591 -1.453 0.486 1.10
C -3.048 -1.148 1.768 -0.32
C -2.656 -1.969 -1.066 -0.30
H -1.942 -3.887 1.186 0.02
H -0.544 -3.181 2.036 0.01
H -0.390 -3.676 0.334 0.00
H -3.734 -1.997 1.764 0.02
H -3.590 -0.243 1.491 0.02
H -2.633 -1.019 2.767 0.01
H -3.407 -2.716 -0.803 0.02
H -1.962 -2.370 -1.803 0.02
H -3.125 -1.071 -1.465 0.02
```

As for the spin multiplicity: 1. As for the LUMO energy: 2.66 eV. The value obtained for the total energy is -157124.01267 eV. The molecular weight is 499.71 g mol⁻¹. As for the total charge: -1.